{"formula": "C15H27N2O3PPt", "method": "wB97M-V/def2-TZVPD", "symbols": ["C", "H", "C", "H", "C", "H", "H", "H", "H", "H", "N", "H", "H", "H", "P", "C", "H", "C", "H", "H", "C", "H", "N", "C", "H", "H", "O", "C", "C", "H", "H", "C", "C", "H", "H", "H", "H", "H", "O", "H", "O", "C", "Pt", "H", "C", "C", "H", "H", "C"], "xyz": [[1.131, 2.396, -1.620], [0.320, -1.671, -2.649], [-2.404, 1.644, -1.383], [0.542, 0.968, -3.130], [-1.563, -0.067, 1.655], [2.988, 0.958, -2.994], [-2.410, -0.485, -1.314], [1.736, -3.231, -1.790], [-1.467, -0.861, -3.645], [-1.954, -2.286, -1.994], [0.303, 0.617, 3.465], [1.312, 1.069, 6.550], [-2.864, 0.244, -3.642], [2.929, 0.312, -1.345], [-0.113, -0.032, -1.010], [1.378, -2.540, -1.008], [-1.398, -2.807, -0.372], [-1.820, 0.126, -3.302], [-3.440, 1.648, -1.733], [0.054, -3.542, 2.049], [-1.786, 0.312, -1.754], [2.228, -1.888, -0.777], [-0.460, -0.231, 4.182], [0.145, -1.801, -1.564], [2.367, -0.672, -2.732], [0.165, 2.908, -1.539], [-2.352, -0.817, 2.061], [0.852, 0.780, 5.631], [1.928, 0.825, 1.312], [-2.412, 1.801, -0.311], [0.707, -3.894, 2.074], [-0.175, -0.142, 5.504], [2.403, 0.335, -2.304], [-1.893, 2.475, -1.861], [1.764, 2.974, -2.305], [-1.107, -0.932, 3.838], [-0.734, -0.715, 6.237], [1.947, 1.915, 4.045], [3.015, 0.479, 1.334], [1.120, -3.116, -0.107], [-0.960, 3.963, 1.298], [1.015, 0.957, -2.134], [0.006, 0.984, 1.228], [1.616, 2.389, -0.643], [-0.565, 2.879, 1.261], [-1.111, -2.689, -1.431], [-0.897, -3.679, -1.861], [-1.228, 0.908, -3.798], [1.142, 1.233, 4.329]], "forces_ev_per_angstrom": [[-0.566, -0.511, 0.439], [-0.138, 0.442, 0.277], [0.620, -0.365, 0.234], [-0.256, -0.241, 0.501], [-5.774, -3.731, 2.198], [-0.204, 0.346, -0.104], [0.460, -0.683, 0.484], [-0.238, 0.108, 0.383], [-0.240, 0.391, 0.183], [0.013, -0.071, 0.024], [2.429, 1.844, 2.343], [0.352, 0.279, 0.560], [0.240, -0.004, 0.021], [0.314, -0.041, -0.263], [-0.348, -1.591, -0.954], [0.102, -0.109, 0.233], [0.084, -0.166, -0.390], [0.261, -0.467, 0.722], [-0.099, 0.083, -0.088], [-0.117, 0.047, 0.003], [-1.089, 1.593, -2.515], [-0.172, -0.033, -0.001], [-0.073, -0.719, 4.409], [0.607, -0.458, -0.164], [0.161, 0.264, 0.046], [0.181, 0.072, -0.143], [2.878, 2.833, -1.968], [1.482, 1.250, 0.641], [5.934, -0.730, 0.053], [-0.193, 0.126, 0.226], [0.087, -0.037, 0.062], [-2.668, -2.045, -2.187], [-0.617, -1.347, 1.159], [-0.107, 0.259, -0.208], [-0.117, -0.055, -0.119], [-0.008, 0.154, -0.407], [0.126, -0.048, 0.128], [-0.522, -0.083, -0.100], [-2.620, 0.956, -0.091], [0.147, 0.157, -0.350], [1.700, -4.379, -0.128], [1.470, 2.382, -2.430], [-0.509, -0.512, -1.585], [0.188, 0.291, -0.144], [-1.878, 4.866, 0.041], [-0.304, 0.044, 0.439], [0.098, 0.280, 0.263], [-0.394, 0.012, 0.000], [-0.682, -0.654, -1.736]], "lumo_ev": [-13.9, -18.6], "e_tot_ev": -37596.756, "homo_lumo_gap_ev": [7.80, 4.93], "s2": 6.024, "homo_energy_ev": [-21.69, -23.57], "total_charge": 4, "spin_multiplicity": 5}

---

{"formula": "C20H40Cl8O9", "method": "wB97M-V/def2-TZVPD", "symbols": ["H", "C", "H", "H", "H", "H", "H", "C", "C", "H", "H", "C", "H", "H", "O", "Cl", "O", "H", "H", "C", "O", "C", "H", "Cl", "H", "Cl", "C", "H", "H", "C", "H", "Cl", "H", "H", "H", "H", "C", "H", "H", "H", "C", "C", "Cl", "H", "C", "H", "O", "H", "H", "H", "H", "H", "H", "H", "Cl", "H", "C", "C", "H", "C", "H", "O", "C", "H", "O", "C", "C", "C", "Cl", "C", "H", "H", "O", "O", "O", "Cl", "H"], "xyz": [[-10.462, -24.277, -7.480], [-21.910, -22.104, 0.136], [-15.226, -24.862, -3.134], [-12.877, -26.158, -7.309], [-19.433, -19.526, -0.010], [-22.774, -29.168, -0.653], [-22.677, -21.343, 0.026], [-12.819, -27.331, -1.500], [-14.083, -28.058, -1.887], [-14.857, -23.191, -2.688], [-24.599, -19.068, 3.566], [-22.404, -28.595, -1.498], [-12.195, -27.185, -2.386], [-17.982, -26.619, 0.718], [-13.808, -23.856, -4.319], [-22.892, -23.078, 2.531], [-23.602, -19.396, 1.787], [-20.540, -28.259, -0.436], [-18.425, -18.489, 0.829], [-11.292, -24.829, -7.920], [-13.521, -26.071, -4.604], [-14.437, -24.114, -3.072], [-20.407, -29.341, -1.862], [-18.351, -21.840, -0.802], [-13.697, -24.501, -2.368], [-18.039, -24.012, -3.317], [-12.092, -25.545, -6.859], [-16.278, -21.373, 1.212], [-11.481, -26.197, -6.233], [-18.648, -24.395, -1.695], [-10.892, -25.547, -8.636], [-14.204, -22.042, 0.391], [-20.764, -23.211, 1.589], [-18.384, -23.967, 0.312], [-14.624, -19.565, -0.431], [-25.340, -20.212, 2.391], [-15.470, -19.610, 0.250], [-12.193, -27.867, -0.785], [-20.325, -17.630, 2.186], [-11.927, -24.135, -8.468], [-22.403, -18.965, 2.136], [-21.540, -22.454, 1.543], [-22.370, -23.548, -0.800], [-21.167, -21.554, 2.034], [-20.460, -18.051, 1.188], [-19.715, -24.194, -1.702], [-14.870, -28.390, -0.741], [-17.932, -27.865, 1.995], [-18.440, -25.441, -1.497], [-14.656, -27.487, -2.617], [-22.888, -27.629, -1.586], [-21.003, -21.686, -0.304], [-19.302, -19.748, 1.811], [-13.006, -26.338, -1.087], [-22.889, -29.453, -2.999], [-14.937, -20.592, 2.095], [-24.424, -19.882, 2.862], [-17.335, -27.194, 1.380], [-23.906, -20.666, 3.409], [-15.732, -27.493, -0.297], [-20.359, -17.152, 0.578], [-21.741, -18.650, 1.022], [-20.901, -28.473, -1.439], [-16.896, -23.685, -0.681], [-16.482, -28.058, 0.639], [-15.328, -20.856, 1.119], [-13.366, -24.933, -4.958], [-19.349, -19.060, 0.973], [-20.329, -27.092, -2.430], [-17.974, -23.574, -0.617], [-16.804, -26.532, 2.063], [-13.823, -29.012, -2.343], [-15.789, -26.348, -0.676], [-12.748, -24.549, -6.069], [-21.994, -18.845, 3.265], [-15.456, -18.115, 1.210], [-16.372, -19.627, -0.356]], "forces_ev_per_angstrom": [[-0.019, 0.031, -0.019], [0.446, 0.162, -0.304], [-0.003, 0.046, -0.273], [0.125, -0.098, -0.015], [-0.438, -0.464, 0.267], [-0.099, 0.026, -0.004], [-0.250, -0.173, 0.281], [0.607, 0.451, -0.107], [0.555, 0.171, -0.338], [0.114, 0.180, -0.238], [-0.197, 0.001, -0.093], [0.059, -0.195, -0.486], [-0.197, -0.010, -0.048], [0.054, 0.035, -0.001], [-0.006, 0.294, -0.329], [-0.041, -0.034, -0.075], [-0.217, -0.438, -0.261], [-0.133, -0.189, 0.095], [0.132, -0.123, 0.688], [0.018, 0.021, 0.025], [0.090, -0.491, 0.215], [0.015, -0.574, 0.823], [-0.040, -0.164, 0.242], [0.047, -0.035, 0.227], [-0.035, 0.123, -0.001], [0.042, -0.026, -0.192], [-0.493, -0.369, -0.263], [-0.029, 0.062, 0.164], [0.011, 0.115, 0.098], [0.133, 0.449, 0.150], [0.033, -0.051, 0.062], [-0.029, -0.007, -0.081], [0.040, -0.031, -0.165], [0.243, 0.424, 0.295], [0.014, 0.165, 0.044], [-0.051, -0.138, 0.063], [0.455, -0.358, -0.453], [-0.275, -0.234, 0.070], [-0.472, -0.336, 0.201], [0.003, 0.028, 0.037], [0.153, 0.468, 0.476], [-0.047, 0.254, 0.475], [-0.018, 0.010, -0.096], [-0.057, -0.038, 0.070], [1.093, 0.476, 0.824], [-0.055, -0.201, 0.009], [-0.419, -0.653, 0.181], [-0.097, 0.034, -0.103], [-0.034, -0.058, -0.070], [-0.080, 0.063, 0.193], [0.031, 0.092, 0.401], [-0.061, -0.159, -0.197], [0.212, -0.244, -0.170], [-0.199, -0.077, 0.005], [-0.028, -0.077, 0.093], [0.027, -0.080, 0.034], [0.379, 0.537, 0.364], [-0.481, -0.167, 0.250], [-0.143, -0.155, -0.186], [0.722, 0.423, -0.426], [-0.391, -0.451, -0.681], [-0.133, 0.200, -0.229], [0.198, 0.444, -0.223], [0.042, -0.015, 0.267], [0.033, -0.072, 0.311], [-0.259, 0.138, 0.017], [-0.120, 0.031, -0.238], [0.056, 1.028, -1.015], [-0.086, -0.081, -0.152], [-0.145, -0.558, -0.668], [0.295, 0.049, -0.290], [-0.138, -0.087, 0.101], [-0.463, 0.194, 0.142], [0.289, 0.672, 0.187], [-0.052, -0.240, -0.202], [-0.133, 0.065, 0.111], [-0.102, -0.013, 0.135]], "lumo_ev": 0.2, "e_tot_ev": -139997.300, "smiles": "CCOC(=O)OC.CCOC(=O)OC.CCOC(=O)OC.ClCCCl.ClCCCl.ClCCCl.ClCCCl", "homo_lumo_gap_ev": 10.82, "homo_energy_ev": -10.63}